[1]
A structure of composition C2H2BClF4O6Pt at a distorted geometry. Source: OMol25; level of theory: ωB97M-V/def2-TZVPD.

Last column: Mulliken spin population.
CARTESIAN COORDINATES (ANGSTROEM)
Pt1 0.549 0.527 -0.525  1.62
Cl1 2.237 1.837 -1.738  0.11
B1 -1.217 2.448 0.620  0.01
F1 0.024 2.132 1.282  0.02
F2 -2.202 1.578 1.049  0.00
F3 -1.552 3.779 0.940  0.00
F4 -0.962 2.340 -0.782  0.03
O1 -2.195 -1.924 -2.105  0.00
C1 -1.199 -1.156 -1.564  0.00
O2 -0.298 -0.732 -2.347  0.08
O3 -1.214 -0.897 -0.344  0.05
H1 -1.915 -1.971 -3.026  0.00
O4 2.634 -2.383 1.897  0.00
C2 1.867 -1.318 1.414  0.00
O5 2.100 -1.003 0.217  0.08
O6 1.080 -0.811 2.228  0.00
H2 2.263 -2.447 2.784  0.00

Properties
charge	-2
2S+1	3
E_HOMO (spin up / spin down)	-1.49 / -2.16	eV
max |F|	0.027	Eh/bohr
LUMO level (spin up / spin down)	5.307 / 5.297	eV
gap between HOMO and LUMO (spin up / spin down)	6.801 / 7.456	eV
expectation value of S²	2.003

---

[2]
A cluster of 2 separate species, C2H2BO5 in total at a distorted geometry. Source: OMol25; level of theory: ωB97M-V/def2-TZVPD.

Last column: Mulliken charge in e.
CARTESIAN COORDINATES (ANGSTROEM)
B1 0.580 -0.598 0.300  0.12
C1 1.360 -1.827 0.015  0.45
C2 1.922 1.131 -0.044  0.50
O1 2.557 1.149 0.966  -0.44
O2 2.344 -2.368 -0.315  -0.44
O3 1.631 1.538 -1.146  -0.56
O4 0.060 -0.325 1.559  -0.63
O5 -0.337 -0.242 -0.840  -0.59
H1 -0.693 -0.834 1.947  0.26
H2 0.328 0.142 -1.575  0.32

Properties
charge	-1
ΔE to the lowest compared entry with this formula, charge and spin	3.061	eV
E_HOMO	-2.13	eV
max |F|	0.072	Eh/bohr
LUMO level	3.645	eV
gap between HOMO and LUMO	5.774	eV

---

[3]
A cluster of 2 separate species, C2H2Br2 in total at a distorted geometry. Source: OMol25; level of theory: ωB97M-V/def2-TZVPD.

Last column: Mulliken charge in e.
CARTESIAN COORDINATES (ANGSTROEM)
C1 -0.181 -1.064 -0.693  -0.04
C2 0.884 -0.970 -0.151  -0.25
Br1 2.390 -0.604 0.799  0.01
Br2 -0.562 2.476 0.633  -0.22
H1 -1.806 1.644 0.964  0.21
H2 -0.724 -1.481 -1.551  0.29

Properties
charge	0
ΔE to the lowest compared entry with this formula, charge and spin	1.986	eV
E_HOMO	-10.06	eV
max |F|	0.046	Eh/bohr
LUMO level	0.456	eV
gap between HOMO and LUMO	10.519	eV
SMILES	C#CBr.Br

---

[4]
A cluster of 3 separate species, C2H2Br2ClNO2 in total at a distorted geometry. Source: OMol25; level of theory: ωB97M-V/def2-TZVPD.

Last column: Mulliken spin population.
CARTESIAN COORDINATES (ANGSTROEM)
C1 0.986 -0.917 -0.395  0.02
C2 -3.039 -1.143 -1.859  0.64
N1 1.671 -0.482 -1.216  0.00
O1 2.523 0.140 -1.821  0.00
O2 -3.032 -1.662 -2.898  0.92
Cl1 -3.757 0.408 -1.406  0.18
Br1 -2.286 -2.005 -0.390  0.26
Br2 -1.340 2.127 0.146  0.00
H1 0.215 -1.204 0.199  -0.01
H2 -1.349 3.480 0.476  0.00

Properties
charge	0
ΔE to the lowest compared entry with this formula, charge and spin	0.213	eV
2S+1	3
E_HOMO (spin up / spin down)	-6.80 / -10.03	eV
max |F|	0.230	Eh/bohr
LUMO level (spin up / spin down)	0.081 / -4.723	eV
gap between HOMO and LUMO (spin up / spin down)	6.881 / 5.312	eV
expectation value of S²	2.010

---

[5]
A cluster of 2 separate species, C2H2Br2F2O in total at a distorted geometry. Source: OMol25; level of theory: ωB97M-V/def2-TZVPD.

Last column: Mulliken charge in e.
CARTESIAN COORDINATES (ANGSTROEM)
C1 -0.244 -1.730 0.259  0.22
C2 0.531 0.934 -0.542  0.20
O1 0.803 -1.185 -0.190  -0.53
F1 -0.580 -1.192 1.556  -0.29
F2 -0.546 0.797 -1.213  -0.09
Br1 0.266 -3.652 0.406  -0.22
Br2 2.078 1.464 -1.354  0.07
H1 -1.039 -1.794 -0.520  0.29
H2 0.429 0.923 0.519  0.35

Properties
charge	0
ΔE to the lowest compared entry with this formula, charge and spin	2.091	eV
E_HOMO (spin up / spin down)	-9.35 / -9.35	eV
max |F|	0.083	Eh/bohr
LUMO level (spin up / spin down)	-1.649 / -1.647	eV
gap between HOMO and LUMO (spin up / spin down)	7.704 / 7.707	eV

---

[6]
A cluster of 2 separate species, C2H2Br2I2 in total at a distorted geometry. Source: OMol25; level of theory: ωB97M-V/def2-TZVPD.

Last column: Mulliken charge in e.
CARTESIAN COORDINATES (ANGSTROEM)
C1 0.847 -0.715 0.270  -0.36
C2 0.915 0.593 0.411  -0.28
Br1 -2.064 0.117 -2.664  -0.11
Br2 0.246 1.614 1.889  -0.13
I1 0.280 -2.281 1.570  0.13
I2 -3.002 0.343 -0.483  0.12
H1 1.223 -0.977 -0.784  0.34
H2 1.555 1.306 -0.208  0.29

Properties
charge	0
ΔE to the lowest compared entry with this formula, charge and spin	0.518	eV
E_HOMO	-9.29	eV
max |F|	0.046	Eh/bohr
LUMO level	-1.158	eV
gap between HOMO and LUMO	8.131	eV
SMILES	Br/C=C\I.BrI